C6H7MnN12O3 | ωB97M-V with the def2-TZVPD basis set

The calculation puts the LUMO energy (alpha / beta) at -5.6 / -7.5 eV. For the electronic energy, the calculation gives -2266.20276 Ha. As for the spin multiplicity: 4. The value obtained for the energy relative to the best compared isomer or geometry (same formula, charge and spin) is 0.0 kcal/mol. The calculation puts the HOMO energy (alpha / beta) at -13.60 / -13.66 eV. As for the expectation value of S²: 3.791. The frontier orbital gap (alpha / beta) is 8.028 / 6.134 eV. As for the total charge: +1.

Structure (XYZ):
```
29
Properties=species:S:1:pos:R:3:forces:R:3
Mn -0.94445 0.11898 0.08208 0.02 0.03 -0.01
N 0.34766 2.89992 1.51153 -0.02 -0.01 -0.01
C 0.06868 1.86672 2.30053 -0.02 0.01 0.03
N 0.18302 1.84736 3.64960 0.03 0.02 -0.02
N -0.14477 0.64897 4.00428 -0.03 -0.03 -0.02
N -0.46879 -0.09422 2.92187 0.02 0.02 0.04
N -0.33304 0.65420 1.85959 0.06 0.03 0.02
C 0.31176 2.80270 0.13801 -0.03 0.03 -0.02
N 0.71661 3.73221 -0.69506 0.16 -0.05 0.05
N 0.55890 3.18390 -1.90820 -0.23 0.04 -0.03
N 0.06004 1.99185 -1.81447 0.20 -0.03 -0.01
N -0.09658 1.70914 -0.51683 -0.12 -0.04 0.01
H 0.64442 3.77889 1.92787 0.00 0.00 0.00
C -0.62329 -2.93157 -1.66422 0.01 0.01 0.00
C 0.52847 -2.21844 -1.05479 0.00 -0.04 -0.01
N 0.52362 -1.09049 -0.33725 0.04 0.02 -0.02
C 1.84609 -0.80333 -0.01079 0.00 -0.02 0.00
C 2.63960 -1.76014 -0.52917 0.01 -0.01 -0.01
N 1.79243 -2.63480 -1.17683 -0.02 0.00 0.03
H -1.52193 -2.82299 -1.06564 0.00 0.00 0.02
H -0.39733 -3.99303 -1.75020 0.01 0.01 -0.03
H -0.82614 -2.53902 -2.66181 -0.02 0.01 0.01
H 2.12172 0.06078 0.56582 -0.01 0.00 0.00
H 3.70441 -1.90257 -0.49724 0.00 0.00 0.00
H 2.07005 -3.47030 -1.66788 0.00 0.00 0.00
O -2.64481 1.07394 0.34993 -0.10 0.05 0.10
N -3.27589 0.25442 -0.41471 0.28 -0.07 -0.13
O -4.40519 0.30000 -0.69079 -0.06 -0.01 0.01
O -2.43528 -0.66311 -0.85526 -0.17 0.03 -0.02
```
Positions in Å, forces in eV/Å.